Below is C11H18I2NbO as an isolated structure in a non-equilibrium geometry, with properties calculated with ωB97M-V/def2-TZVPD.

Summary:
strongest force on any atom = 3.18 eV/A
HOMO-LUMO gap = 7.289 eV
E_HOMO = -4.81 eV
M = 513.0 g/mol
LUMO = 2.48 eV

```
! RIJCOSX wB97M-V def2-TZVPD def2/J DEFGRID3
* xyz -1 1
C 4.081 -0.670 1.444
C 3.347 0.023 0.330
C 3.926 0.185 -0.924
C 3.189 0.807 -1.923
C 1.897 1.239 -1.676
C 1.286 1.088 -0.423
C -0.125 1.599 -0.252
Nb -1.558 0.919 1.363
O -3.052 1.925 0.456
C -2.144 -1.121 0.423
I -0.501 -2.301 -0.308
C -3.320 -1.041 -0.548
C -4.016 -2.412 -0.761
I -2.791 -0.299 -2.492
C 2.052 0.486 0.565
H 5.157 -0.580 1.348
H 3.732 -0.315 2.406
H 3.849 -1.734 1.410
H 4.933 -0.156 -1.103
H 3.625 0.959 -2.898
H 1.351 1.711 -2.479
H -0.641 1.427 -1.199
H -0.047 2.688 -0.174
H -2.676 0.542 2.774
H -1.118 2.431 2.303
H -0.268 0.112 2.362
H -2.689 2.470 -0.249
H -2.534 -1.699 1.256
H -4.056 -0.379 -0.116
H -3.600 -2.907 -1.630
H -3.837 -3.064 0.087
H -5.083 -2.292 -0.924
H 1.632 0.361 1.551
*
```